[1]
Here is a structure of composition C24H41BrF6IN2NbO4P from the OMol25 dataset. Energies are from ωB97M-V with the def2-TZVPD basis set.

Computed properties:
2S+1 ... 1
Total charge ... -1
LUMO energy ... 1.48 eV
HOMO energy ... -0.158 Eh

Positions of all 81 atoms, in Å:
C 3.80 0.30 -1.55
C 3.45 1.68 -2.16
C 2.05 1.72 -2.79
C 1.27 3.00 -2.45
C 0.41 2.84 -1.19
C -1.06 2.54 -1.51
C -1.87 3.81 -1.79
C -3.38 3.62 -1.63
C -3.97 2.87 -2.82
C -5.45 3.13 -3.15
C -6.35 3.67 -2.01
Nb -7.32 2.11 -0.71
Br -5.73 2.81 1.23
I -5.89 -0.21 -1.33
P -8.73 0.77 1.07
N -7.99 0.49 2.46
C -8.90 1.72 -2.26
C -10.07 1.00 -1.96
C -10.99 0.76 -2.96
C -10.76 1.23 -4.25
N -9.68 1.94 -4.56
C -8.81 2.17 -3.59
H 4.84 0.05 -1.73
H 3.62 0.31 -0.48
H 3.19 -0.47 -2.00
H 3.55 2.45 -1.41
H 4.18 1.89 -2.93
H 1.47 0.85 -2.49
H 2.16 1.68 -3.87
H 1.98 3.80 -2.30
H 0.65 3.29 -3.29
H 0.46 3.78 -0.63
H 0.83 2.07 -0.55
H -1.05 1.90 -2.39
H -1.51 1.99 -0.69
H -1.64 4.12 -2.81
H -1.51 4.61 -1.15
H -3.81 4.60 -1.50
H -3.51 3.01 -0.74
H -3.77 1.81 -2.69
H -3.39 3.16 -3.70
H -5.91 2.23 -3.57
H -5.49 3.86 -3.95
H -7.17 4.21 -2.49
H -5.87 4.41 -1.39
H -8.42 3.42 -0.20
H -10.01 1.38 1.25
H -9.10 -0.44 0.43
H -7.91 -0.51 2.59
H -10.27 0.64 -0.96
H -11.88 0.19 -2.76
H -11.48 1.02 -5.02
H -7.95 2.75 -3.88
C 5.92 -5.91 0.65
C 6.03 -4.57 1.35
O 6.84 -3.65 0.59
C 6.25 -3.05 -0.42
O 5.11 -3.18 -0.78
C 7.24 -2.08 -1.10
F 8.43 -2.66 -1.29
F 7.42 -1.01 -0.33
F 6.77 -1.68 -2.28
H 6.91 -6.32 0.45
H 5.36 -6.61 1.27
H 5.40 -5.81 -0.31
H 6.53 -4.69 2.30
H 5.05 -4.13 1.53
C 8.99 -2.45 7.67
C 8.51 -3.82 8.11
O 7.44 -4.30 7.28
C 7.80 -4.82 6.12
O 8.90 -4.95 5.69
C 6.54 -5.31 5.37
F 5.57 -4.39 5.39
F 6.07 -6.42 5.93
F 6.84 -5.57 4.10
H 8.15 -1.75 7.64
H 9.74 -2.07 8.36
H 9.42 -2.49 6.67
H 8.09 -3.77 9.11
H 9.33 -4.54 8.12


[2]
Here is a structure of composition C24H41CeF3P2 from the OMol25 dataset. Energies are from ωB97M-V with the def2-TZVPD basis set.

Computed properties:
2S+1 ... 2
Total charge ... +1
LUMO energy (alpha / beta) ... -3.56 / -3.44 eV
⟨S²⟩ ... 0.751
HOMO energy (alpha / beta) ... -0.358 / -0.358 Eh

Positions of all 71 atoms, in Å:
Ce -2.34 1.81 0.59
C -2.38 2.31 2.95
C -1.21 2.95 2.39
C -3.10 3.88 1.36
C -3.55 2.88 2.32
C -1.65 3.91 1.40
C -2.37 1.26 4.01
H -1.45 0.65 3.98
H -3.23 0.58 3.92
H -2.42 1.72 5.02
C -4.94 2.37 2.47
H -5.03 1.83 3.41
H -5.24 1.70 1.64
H -5.65 3.21 2.48
C -3.93 4.42 0.25
H -4.87 4.83 0.66
H -4.22 3.65 -0.51
H -3.37 5.21 -0.26
C -0.77 4.60 0.42
H -0.68 5.66 0.67
H -1.16 4.54 -0.61
H 0.24 4.17 0.43
C 0.21 2.71 2.79
H 0.67 3.65 3.15
H 0.82 2.34 1.95
H 0.25 1.98 3.60
C -1.06 -2.11 0.76
C -0.54 -1.59 1.88
C 0.82 -1.03 2.15
C 1.76 -0.77 0.95
C 1.24 0.17 -0.08
C 0.54 -0.09 -1.19
C -0.25 -1.31 -1.56
C -0.32 -2.43 -0.48
H 1.35 -1.72 2.83
H 2.06 -1.73 0.47
H 0.70 -0.08 2.69
H 0.72 -2.72 -0.20
H -2.13 -2.35 0.74
H -1.19 -1.54 2.76
H -0.76 -3.33 -0.95
H -1.28 -1.02 -1.83
H 0.47 0.71 -1.94
H 0.19 -1.75 -2.48
H 2.69 -0.35 1.36
H 1.50 1.23 0.10
P 2.53 -3.24 -1.07
C 1.80 -4.91 -1.09
C 4.12 -3.40 -0.19
P 3.17 -1.06 -3.18
C 2.84 -2.88 -2.84
C 4.99 -1.04 -2.88
C 3.22 -1.22 -5.02
H 0.94 -4.93 -1.76
H 1.47 -5.17 -0.07
H 2.56 -5.63 -1.42
H 4.65 -4.29 -0.57
H 3.89 -3.55 0.88
H 4.73 -2.50 -0.30
H 3.96 -1.96 -5.35
H 3.48 -0.24 -5.44
H 2.23 -1.52 -5.38
H 1.93 -3.15 -3.41
H 3.68 -3.50 -3.21
H 5.36 -0.09 -3.27
H 5.49 -1.86 -3.41
H 5.20 -1.10 -1.81
F -5.49 0.90 -0.97
C -4.12 0.76 -1.11
F -3.93 -0.63 -1.13
F -3.85 1.18 -2.42


[3]
Here is a structure of composition C24H41Cl2F3NO10P2STc from the OMol25 dataset. Energies are from ωB97M-V with the def2-TZVPD basis set.

Computed properties:
2S+1 ... 4
Total charge ... +1
LUMO energy (alpha / beta) ... -3.14 / -4.28 eV
⟨S²⟩ ... 3.773
HOMO energy (alpha / beta) ... -0.420 / -0.434 Eh
Energy above the lowest of the compared OMol25 structures with the same formula, charge and spin ... 0.0 kJ/mol

Positions of all 85 atoms, in Å:
Tc 0.12 -0.30 1.76
C 6.46 2.65 2.00
C 5.45 1.55 2.13
C 4.17 1.71 1.60
C 3.28 0.65 1.61
C 3.67 -0.57 2.13
C 4.92 -0.73 2.70
C 5.80 0.33 2.70
S 2.67 -2.00 1.79
O 3.30 -3.17 2.31
O 2.40 -1.94 0.38
N 1.24 -1.71 2.57
C 1.34 -1.73 4.02
C 1.04 -0.29 4.50
O 1.41 0.13 5.56
O 0.38 0.38 3.57
H 5.99 3.63 1.99
H 7.01 2.53 1.07
H 7.19 2.61 2.81
H 3.88 2.65 1.16
H 2.29 0.76 1.15
H 5.18 -1.70 3.10
H 6.79 0.21 3.13
H 2.31 -2.08 4.36
H 0.56 -2.38 4.43
C -5.42 0.48 0.65
C -4.74 1.84 0.58
C -5.02 2.56 -0.72
O -3.32 1.70 0.85
P -2.07 1.49 -0.06
O -0.91 1.32 0.87
C -2.32 0.16 -1.27
P -0.84 -0.90 -1.39
O -0.02 -0.96 -0.14
O -1.21 -2.36 -1.70
C -2.07 -3.02 -2.68
C -2.12 -2.28 -4.00
C -3.43 -3.26 -2.07
O -0.10 -0.18 -2.58
C 1.29 -0.39 -3.00
C 1.69 -1.85 -2.96
C 2.22 0.45 -2.15
O -1.85 2.73 -1.00
C -1.17 3.93 -0.49
C -1.81 5.13 -1.15
C 0.31 3.82 -0.82
H -6.49 0.62 0.75
H -5.06 -0.07 1.52
H -5.23 -0.11 -0.24
H -5.08 2.45 1.42
H -4.64 2.00 -1.58
H -4.55 3.55 -0.73
H -6.09 2.69 -0.84
H -2.49 0.63 -2.24
H -3.18 -0.45 -0.99
H -1.57 -3.98 -2.82
H -2.55 -1.28 -3.88
H -2.74 -2.84 -4.70
H -1.13 -2.18 -4.43
H -4.03 -2.34 -2.05
H -3.32 -3.62 -1.05
H -3.97 -4.01 -2.65
H 1.28 -0.02 -4.03
H 1.70 -2.19 -1.92
H 2.69 -1.96 -3.37
H 1.01 -2.48 -3.53
H 2.31 0.00 -1.16
H 1.85 1.47 -2.07
H 3.21 0.47 -2.61
H -1.30 3.97 0.59
H -1.73 5.06 -2.24
H -1.29 6.04 -0.82
H -2.86 5.22 -0.88
H 0.46 3.75 -1.89
H 0.73 2.93 -0.34
H 0.84 4.69 -0.44
F -2.46 -1.38 1.17
C -1.74 -1.08 2.29
F -1.69 -2.19 3.03
F -2.47 -0.18 2.96
Cl 0.10 -4.06 1.08
C 1.27 -5.02 0.16
Cl 0.76 -5.24 -1.52
H 1.36 -5.99 0.62
H 2.21 -4.48 0.16


[4]
Here is a structure of composition C24H41F6InN3O3PS2Si from the OMol25 dataset. Energies are from ωB97M-V with the def2-TZVPD basis set.

Computed properties:
2S+1 ... 2
Total charge ... +1
LUMO energy (alpha / beta) ... -2.84 / -5.80 eV
⟨S²⟩ ... 0.803
HOMO energy (alpha / beta) ... -0.390 / -0.388 Eh
Energy above the lowest of the compared OMol25 structures with the same formula, charge and spin ... 0.0 kJ/mol

Positions of all 82 atoms, in Å:
In 13.90 9.28 10.94
C 11.67 12.86 13.59
N 11.95 13.20 12.14
C 11.49 14.46 11.55
C 12.68 12.33 11.44
O 13.22 11.35 12.04
C 12.76 12.50 9.89
O 13.27 11.24 9.43
C 13.86 11.19 8.12
C 15.26 10.56 8.37
O 15.43 9.75 9.33
N 16.19 10.73 7.41
C 16.22 11.80 6.44
C 17.36 9.87 7.44
H 10.86 13.50 13.96
H 12.54 13.05 14.25
H 11.33 11.81 13.69
H 12.30 14.83 10.89
H 11.37 15.17 12.38
H 10.55 14.36 10.97
H 13.47 13.32 9.60
H 11.73 12.68 9.48
H 13.93 12.20 7.72
H 13.25 10.62 7.42
H 15.77 12.73 6.84
H 15.65 11.55 5.53
H 17.26 12.04 6.22
H 18.09 10.30 8.13
H 17.86 9.88 6.44
H 17.06 8.85 7.73
S 12.23 7.60 12.38
C 11.04 8.74 11.93
N 11.24 9.47 10.85
C 10.09 9.63 10.20
C 9.94 9.72 8.78
C 8.67 9.68 8.27
C 7.52 9.66 9.12
C 7.64 9.45 10.49
C 8.91 9.44 11.04
S 9.44 8.87 12.57
H 10.81 9.73 8.14
H 8.49 9.62 7.18
H 6.53 9.89 8.75
H 6.79 9.26 11.12
F 12.88 8.50 9.06
P 13.29 6.94 8.32
F 12.46 7.47 7.08
F 13.69 5.54 7.72
F 14.61 7.68 7.67
F 14.18 6.72 9.72
F 11.97 6.25 8.98
C 17.49 10.02 12.21
Si 16.07 8.82 12.65
C 16.90 7.11 12.16
C 17.46 7.22 10.73
C 15.97 5.92 12.22
C 18.10 6.91 13.15
C 15.61 8.86 14.54
C 15.34 7.44 15.13
C 16.70 9.57 15.33
C 14.25 9.59 14.65
H 18.28 10.03 12.99
H 17.14 11.07 12.23
H 18.00 9.83 11.27
H 16.65 7.40 9.96
H 17.96 6.28 10.42
H 18.19 8.00 10.55
H 14.92 6.08 11.84
H 15.87 5.49 13.22
H 16.30 5.15 11.50
H 19.03 7.39 12.82
H 18.21 5.81 13.20
H 17.92 7.22 14.17
H 16.25 6.85 15.37
H 14.67 6.83 14.51
H 14.85 7.55 16.14
H 17.76 9.41 15.00
H 16.70 9.24 16.40
H 16.53 10.65 15.31
H 13.45 8.93 14.22
H 14.28 10.50 14.08
H 13.98 9.76 15.70


[5]
Here is a structure of composition C24H41GeN2O2S3Si3Tc from the OMol25 dataset. Energies are from ωB97M-V with the def2-TZVPD basis set.

Computed properties:
2S+1 ... 2
Total charge ... -1
LUMO energy (alpha / beta) ... 2.41 / 2.41 eV
⟨S²⟩ ... 0.757
HOMO energy (alpha / beta) ... -0.137 / -0.125 Eh
Energy above the lowest of the compared OMol25 structures with the same formula, charge and spin ... 183.3 kJ/mol

Positions of all 77 atoms, in Å:
Tc 0.12 -0.20 0.06
S -2.98 0.30 -1.28
C -2.95 -0.35 0.31
N -1.92 -0.90 0.86
C -2.23 -1.39 2.14
C -1.40 -2.18 2.93
C -1.85 -2.58 4.18
C -3.13 -2.24 4.64
C -3.99 -1.53 3.82
C -3.53 -1.12 2.57
S -4.37 -0.28 1.31
H -0.44 -2.49 2.55
H -1.20 -3.18 4.81
H -3.45 -2.55 5.62
H -5.00 -1.31 4.14
O 1.22 -1.11 1.59
N 1.24 -0.61 2.84
C 1.89 -1.33 3.77
C 1.94 -0.94 5.08
C 1.31 0.27 5.43
C 0.68 1.00 4.47
C 0.63 0.57 3.12
S -0.11 1.46 1.87
H 2.35 -2.23 3.39
H 2.47 -1.54 5.80
H 1.33 0.62 6.46
H 0.19 1.93 4.70
C -0.71 -1.72 -2.40
O -0.84 -0.37 -2.78
C -1.05 0.44 -1.64
C -0.94 1.87 -2.13
H -1.67 -2.13 -2.07
H 0.02 -1.85 -1.58
H -0.34 -2.27 -3.27
H -1.51 2.03 -3.05
H 0.11 2.08 -2.33
H -1.29 2.56 -1.36
C 4.61 3.21 -1.75
Si 2.79 2.74 -1.60
C 2.12 3.82 -0.21
C 2.03 3.41 -3.21
Ge 2.29 0.46 -1.05
Si 4.12 -0.06 0.41
C 5.91 0.29 -0.10
C 3.94 0.90 2.03
C 4.13 -1.92 0.77
Si 2.94 -0.76 -3.01
C 2.00 -0.26 -4.56
C 4.76 -0.58 -3.49
C 2.69 -2.63 -2.76
H 4.69 4.24 -2.13
H 5.16 2.55 -2.43
H 5.11 3.18 -0.78
H 2.04 4.87 -0.50
H 2.79 3.75 0.66
H 1.14 3.46 0.11
H 2.72 4.13 -3.67
H 1.08 3.93 -3.02
H 1.83 2.63 -3.94
H 6.05 1.32 -0.43
H 6.23 -0.37 -0.91
H 6.57 0.12 0.76
H 4.59 1.78 2.01
H 4.21 0.29 2.90
H 2.92 1.27 2.17
H 4.68 -2.44 -0.02
H 3.11 -2.31 0.79
H 4.61 -2.15 1.73
H 2.32 0.74 -4.88
H 0.92 -0.22 -4.38
H 2.20 -0.96 -5.38
H 5.06 0.47 -3.54
H 4.94 -1.03 -4.47
H 5.41 -1.08 -2.76
H 2.16 -2.84 -1.83
H 3.66 -3.13 -2.71
H 2.12 -3.08 -3.58


[6]
Here is a cluster of 3 separate species, C24H41N2O7P in total from the OMol25 dataset. Energies are from ωB97M-V with the def2-TZVPD basis set.

Computed properties:
2S+1 ... 3
LUMO energy (alpha / beta) ... -0.52 / -3.54 eV
⟨S²⟩ ... 3.073
HOMO energy (alpha / beta) ... -0.285 / -0.335 Eh

Positions of all 75 atoms, in Å:
C -1.96 6.09 -4.91
C -0.71 5.72 -4.17
C 0.63 5.33 -5.02
C 2.09 5.40 -4.60
P 2.81 6.02 -2.93
O 2.02 5.29 -1.56
O 2.36 7.72 -2.88
C 2.87 4.80 -5.94
O 3.97 4.05 -6.00
O 1.96 5.30 -7.01
C 0.63 4.76 -6.57
O -0.28 4.08 -7.27
H -3.03 6.14 -4.41
H -1.87 6.30 -6.08
H -0.77 5.68 -2.99
H 2.43 4.36 -1.49
H 1.88 7.93 -3.75
C -2.59 -0.33 -2.33
C -1.44 0.70 -2.58
C -0.09 -0.03 -2.78
C 0.52 -0.57 -1.49
C 0.64 0.54 -0.45
C -0.71 1.25 -0.19
N -1.40 1.69 -1.45
O -0.73 2.84 -1.92
C -1.62 0.30 0.63
C -0.45 2.44 0.80
C -1.82 1.33 -3.96
H -2.25 -1.37 -2.45
H -3.04 -0.26 -1.34
H -3.43 -0.19 -3.01
H 0.64 0.65 -3.24
H -0.20 -0.86 -3.49
H -0.08 -1.41 -1.11
H 1.51 -0.98 -1.70
H 1.03 0.11 0.48
H 1.39 1.26 -0.80
H -2.63 0.72 0.75
H -1.23 0.14 1.64
H -1.71 -0.70 0.20
H 0.29 3.15 0.42
H -0.07 2.08 1.76
H -1.38 2.99 1.00
H -2.75 1.91 -3.89
H -1.97 0.55 -4.72
H -1.04 1.99 -4.35
C -1.27 -4.98 3.08
C -0.13 -3.96 2.83
C 1.23 -4.69 2.62
C 1.84 -5.23 3.91
C 1.96 -4.12 4.95
C 0.61 -3.40 5.22
N -0.09 -2.96 3.95
O 0.58 -1.82 3.48
C -0.31 -4.35 6.04
C 0.87 -2.21 6.20
C -0.51 -3.32 1.45
H -0.93 -6.02 2.95
H -1.73 -4.91 4.07
H -2.11 -4.84 2.39
H 1.96 -4.00 2.17
H 1.12 -5.51 1.91
H 1.24 -6.06 4.30
H 2.83 -5.64 3.70
H 2.35 -4.54 5.88
H 2.71 -3.39 4.61
H -1.31 -3.93 6.15
H 0.09 -4.51 7.05
H -0.39 -5.35 5.60
H 1.61 -1.50 5.82
H 1.25 -2.57 7.16
H -0.06 -1.66 6.40
H -1.43 -2.74 1.52
H -0.66 -4.10 0.69
H 0.28 -2.66 1.05


- Which of these has the lowest 2S+1?
  C24H41BrF6IN2NbO4P